A structure of composition C22H20FIN4O2SV. Source: the Open Molecules 2025 dataset; level of theory: the ωB97M-V functional and the def2-TZVPD basis.

Properties
Frontier orbital gap (alpha / beta)   5.97 / 5.50 eV
Charge   +1
⟨S²⟩   2.072
Multiplicity   3
Energy above the lowest of the compared OMol25 structures with the same formula, charge and spin   0.515 eV
LUMO energy (alpha / beta)   -3.95 / -4.42 eV

CARTESIAN COORDINATES (ANGSTROEM)
V 0.414 0.185 0.050
C -0.367 4.339 0.075
C -0.144 2.914 -0.322
N -0.390 1.889 0.449
N -0.982 2.008 1.656
C -1.559 0.900 2.164
N -2.128 0.920 3.372
S -1.595 -0.463 1.184
C 0.311 2.479 -1.610
C 0.631 3.338 -2.672
C 0.946 2.807 -3.901
C 0.937 1.419 -4.039
C 0.645 0.631 -2.942
N 0.347 1.122 -1.738
H -0.077 4.507 1.112
H -1.419 4.610 -0.037
H 0.220 5.012 -0.540
H -0.960 2.894 2.156
H -2.135 1.740 3.956
H -2.508 0.058 3.731
H 0.619 4.406 -2.524
H 1.182 3.446 -4.738
H 1.163 0.962 -4.988
H 0.633 -0.444 -3.048
F 1.409 -4.206 4.175
C 1.187 -3.695 2.956
C 2.252 -3.154 2.248
C 2.013 -2.594 1.011
C 0.712 -2.540 0.465
C 0.434 -1.827 -0.766
C -0.319 -3.184 1.185
C -0.091 -3.753 2.420
H 3.246 -3.188 2.671
H 2.853 -2.213 0.442
H -0.498 -2.124 -1.253
H 1.287 -1.802 -1.446
H -1.305 -3.252 0.745
H -0.877 -4.244 2.973
I 8.152 -0.346 3.856
C 6.263 -0.148 2.941
C 6.183 0.043 1.568
C 4.948 0.199 0.974
C 3.790 0.168 1.753
C 3.879 -0.032 3.131
C 5.116 -0.197 3.722
C 2.480 0.355 1.107
O 2.391 0.474 -0.139
O 1.417 0.396 1.783
H 7.080 0.077 0.973
H 4.869 0.349 -0.092
H 2.979 -0.062 3.729
H 5.191 -0.352 4.787

Results of the Löwdin charge analysis, in e, for atoms 1 through 5: atom 1 (V): 0.749, atom 2 (C): 0.024, atom 3 (C): -0.191, atom 4 (N): -0.093, atom 5 (N): 0.027



The ion C4H6NS with charge +1. Source: the Open Molecules 2025 dataset; level of theory: the ωB97M-V functional and the def2-TZVPD basis.

Properties
Frontier orbital gap   7.75 eV
Charge   +1
Multiplicity   1
Energy above the lowest of the compared OMol25 structures with the same formula, charge and spin   1.817 eV
LUMO energy   -6.02 eV
Structure (SMILES)   CC#[N+]C(C)=S

CARTESIAN COORDINATES (ANGSTROEM)
C 2.540 0.423 0.479
C 1.134 0.176 0.260
N 0.003 0.014 0.142
C -1.035 -0.294 -0.643
C -2.397 -0.318 0.006
S -0.426 -0.547 -2.136
H 2.606 1.479 0.918
H 2.977 0.494 -0.475
H 2.950 -0.435 1.164
H -2.503 -1.075 0.740
H -3.298 -0.646 -0.714
H -2.552 0.729 0.261

Results of the Löwdin charge analysis, in e, for atoms 1 through 5: atom 1 (C): 0.042, atom 2 (C): 0.017, atom 3 (N): 0.125, atom 4 (C): -0.771, atom 5 (C): -0.051



A structure of composition C21H20N7O2SeTa. Source: the Open Molecules 2025 dataset; level of theory: the ωB97M-V functional and the def2-TZVPD basis.

Properties
Frontier orbital gap   4.91 eV
Charge   +4
Multiplicity   1
Energy above the lowest of the compared OMol25 structures with the same formula, charge and spin   0.010 eV
LUMO energy   -14.27 eV

CARTESIAN COORDINATES (ANGSTROEM)
Ta 0.466 0.248 -0.829
C -2.050 -3.331 -1.799
C -1.224 -2.112 -1.803
N -0.720 -1.545 -0.739
N -0.934 -2.105 0.490
C -0.292 -1.465 1.410
O 0.445 -0.360 0.924
C -0.243 -1.755 2.800
C -0.995 -2.843 3.287
C -0.954 -3.151 4.628
C -0.168 -2.389 5.490
C 0.581 -1.310 5.016
C 0.547 -0.988 3.679
C -0.857 -1.397 -3.037
C -1.227 -1.780 -4.303
C -0.792 -1.023 -5.397
C 0.004 0.098 -5.186
C 0.346 0.433 -3.893
N -0.075 -0.292 -2.825
H -2.211 -3.702 -0.793
H -1.563 -4.107 -2.401
H -3.016 -3.126 -2.273
H -1.600 -3.429 2.609
H -1.528 -3.984 5.011
H -0.135 -2.636 6.544
H 1.188 -0.735 5.701
H 1.133 -0.156 3.310
H -1.842 -2.657 -4.452
H -1.074 -1.313 -6.403
H 0.358 0.701 -6.012
H 0.968 1.299 -3.690
Se -1.899 2.399 -1.991
N -0.615 1.912 -0.655
C -0.781 2.803 0.394
C -0.070 2.857 1.581
C -0.410 3.846 2.495
C -1.439 4.798 2.282
C -2.158 4.777 1.128
C -1.839 3.775 0.156
N -2.474 3.680 -0.985
H 0.731 2.168 1.811
H 0.145 3.897 3.425
H -1.641 5.538 3.045
H -2.952 5.480 0.910
N 4.243 -0.529 -0.344
C 3.688 0.401 -1.081
N 4.359 1.213 -1.858
O 2.358 0.541 -1.043
H 5.249 -0.655 -0.318
H 3.696 -1.134 0.250
H 5.370 1.172 -1.926
H 3.901 1.972 -2.341

Results of the Löwdin charge analysis, in e, for atoms 1 through 5: atom 1 (Ta): 1.931, atom 2 (C): 0.048, atom 3 (C): -0.178, atom 4 (N): -0.082, atom 5 (N): 0.136



A structure of composition C36H37F3P2Re. Source: the Open Molecules 2025 dataset; level of theory: the ωB97M-V functional and the def2-TZVPD basis.

Properties
Frontier orbital gap (alpha / beta)   6.80 / 4.85 eV
Charge   +2
⟨S²⟩   3.784
Multiplicity   4
Energy above the lowest of the compared OMol25 structures with the same formula, charge and spin   0.000 eV
LUMO energy (alpha / beta)   -6.79 / -9.20 eV

CARTESIAN COORDINATES (ANGSTROEM)
Re 0.298 -1.160 -1.804
C -0.631 -1.685 -3.470
C -1.200 -0.475 -2.857
C -2.543 -0.537 -2.187
C -2.485 -1.499 -0.982
C -1.061 -1.761 -0.513
C -0.343 -2.909 -1.074
C -0.991 -3.788 -2.129
C -1.317 -3.036 -3.437
C 1.209 1.196 1.073
H -0.175 -1.509 -4.457
H -1.072 0.405 -3.491
H -3.311 -0.890 -2.897
H -2.840 0.470 -1.881
H -3.082 -1.100 -0.147
H -2.915 -2.465 -1.289
H -0.879 -1.561 0.543
H 0.201 -3.515 -0.348
H -1.894 -4.238 -1.697
H -0.286 -4.611 -2.307
H -0.935 -3.647 -4.266
H -2.406 -2.951 -3.576
H 0.711 0.627 1.957
H 1.492 2.192 1.469
H 2.087 0.602 0.783
P 0.083 1.463 -0.298
P -0.896 0.350 2.813
C -1.534 1.672 0.417
C -1.951 0.986 1.546
C 0.677 3.001 -1.078
C -0.221 3.769 -1.836
C 0.193 4.955 -2.427
C 1.507 5.409 -2.283
C 2.430 4.619 -1.580
C 2.026 3.419 -1.002
C 1.912 -0.231 -3.070
C 2.699 -1.332 -3.371
C 3.775 -1.198 -4.247
C 3.933 0.026 -4.887
C 3.090 1.117 -4.620
C 2.044 1.010 -3.680
C -0.920 1.278 4.376
C -0.795 2.689 4.315
C -0.966 3.462 5.458
C -1.210 2.860 6.702
C -1.201 1.462 6.780
C -1.033 0.672 5.646
C -1.004 -1.431 3.056
C 0.207 -2.117 3.309
C 0.228 -3.497 3.378
C -0.955 -4.234 3.397
C -2.167 -3.550 3.228
C -2.193 -2.173 3.019
H -2.180 2.424 -0.069
H -3.013 0.832 1.798
H -1.239 3.410 -1.990
H -0.537 5.517 -3.021
H 1.799 6.368 -2.711
H 3.471 4.937 -1.497
H 2.779 2.792 -0.517
H 2.360 -2.290 -2.959
H 4.458 -2.049 -4.432
H 4.739 0.130 -5.605
H 3.231 2.055 -5.151
H 1.369 1.840 -3.438
H -0.553 3.175 3.362
H -0.894 4.546 5.384
H -1.352 3.475 7.591
H -1.301 0.990 7.757
H -0.969 -0.414 5.740
H 1.119 -1.542 3.444
H 1.187 -4.018 3.388
H -0.940 -5.319 3.517
H -3.094 -4.115 3.219
H -3.151 -1.687 2.823
F 1.706 -1.832 0.925
C 2.014 -1.818 -0.431
F 3.074 -0.943 -0.532
F 2.526 -3.074 -0.674

Results of the Löwdin charge analysis, in e, for atoms 1 through 5: atom 1 (Re): 1.508, atom 2 (C): -0.317, atom 3 (C): -0.407, atom 4 (C): -0.178, atom 5 (C): -0.160



A cluster of 7 separate species, C37H59BF9N4O9S8 in total. Source: the Open Molecules 2025 dataset; level of theory: the ωB97M-V functional and the def2-TZVPD basis.

Properties
Frontier orbital gap   5.54 eV
Charge   +1
Multiplicity   1
LUMO energy   -3.21 eV

CARTESIAN COORDINATES (ANGSTROEM)
C 5.642 -1.533 -0.530
C 6.688 -1.981 -1.430
C 7.030 -1.020 -2.696
C 6.208 0.351 -2.656
N 4.864 0.453 -3.196
C 4.039 -0.585 -3.882
C 2.651 -0.899 -3.081
C 1.356 -0.271 -3.784
S -0.230 -0.967 -3.052
C -0.503 -0.111 -1.419
S 0.764 0.618 -0.570
N -1.898 -0.149 -0.916
C -2.545 1.147 -1.217
C -2.064 2.550 -0.771
C -2.823 3.867 -1.167
C -4.101 3.739 -2.093
C -4.610 2.353 -2.573
C -3.833 1.082 -2.124
C -1.827 -0.454 0.537
C -2.383 0.401 1.696
C -2.154 -0.086 3.180
C -1.419 -1.410 3.553
C -0.883 -2.313 2.389
C -1.086 -1.822 0.941
N 4.445 1.745 -3.003
C 5.482 2.489 -2.334
C 5.269 4.057 -1.989
F 6.531 4.674 -2.318
F 4.216 4.488 -2.832
C 5.030 4.339 -0.425
F 6.308 4.613 0.162
F 4.591 3.112 0.159
C 3.966 5.488 -0.087
F 2.648 5.210 -0.548
F 3.860 5.512 1.350
C 4.394 6.970 -0.517
F 3.393 7.848 0.021
F 5.617 7.396 0.044
F 4.404 7.206 -1.906
N 6.624 1.622 -2.080
O 7.766 1.943 -1.456
B 7.787 1.332 -0.105
O 8.558 0.125 0.002
O 7.109 1.882 1.034
H 4.557 -1.358 -0.841
H 5.885 -1.317 0.580
H 7.263 -2.960 -1.244
H 8.153 -0.763 -2.581
H 6.842 -1.600 -3.681
H 3.756 -0.191 -4.915
H 4.569 -1.591 -3.998
H 2.529 -2.043 -3.056
H 2.826 -0.563 -2.005
H 1.337 -0.588 -4.891
H 1.301 0.871 -3.753
H -1.132 2.665 -0.127
H -2.458 4.893 -0.791
H -4.622 4.718 -2.395
H -5.545 2.333 -3.267
H -4.246 0.079 -2.516
H -2.948 1.366 1.482
H -2.525 0.544 4.073
H -1.269 -1.749 4.645
H -0.332 -3.299 2.593
H -0.695 -2.491 0.091
H 8.455 -0.198 0.935
H 6.236 1.431 1.179
C 2.565 -4.382 5.821
S 0.811 -4.722 5.557
O 0.212 -3.511 4.912
C 0.343 -4.693 7.299
H 3.054 -4.318 4.848
H 2.687 -3.435 6.350
H 3.012 -5.195 6.396
H 0.601 -3.727 7.739
H 0.860 -5.497 7.828
H -0.735 -4.849 7.370
C -9.538 3.900 -4.301
S -8.164 3.864 -5.470
O -7.082 3.029 -4.864
C -7.690 5.595 -5.263
H -9.965 2.898 -4.241
H -9.183 4.201 -3.314
H -10.302 4.596 -4.654
H -7.448 5.792 -4.217
H -8.512 6.237 -5.586
H -6.814 5.788 -5.883
C 1.002 -5.560 -1.243
S 1.727 -4.438 -0.031
O 2.579 -3.458 -0.778
C 2.833 -5.652 0.720
H 0.298 -4.996 -1.857
H 1.784 -5.978 -1.881
H 0.469 -6.361 -0.728
H 3.503 -6.064 -0.038
H 2.243 -6.450 1.173
H 3.420 -5.153 1.491
C -6.139 -4.102 -0.117
S -4.897 -2.872 -0.572
O -3.554 -3.449 -0.272
C -5.289 -1.704 0.748
H -6.048 -4.951 -0.796
H -5.973 -4.440 0.908
H -7.136 -3.669 -0.214
H -5.172 -2.187 1.720
H -6.314 -1.348 0.625
H -4.601 -0.861 0.677
C -1.483 6.282 -6.136
S -1.507 5.908 -4.370
O -2.010 4.513 -4.207
C -2.866 7.025 -3.954
H -0.722 5.659 -6.609
H -2.456 6.062 -6.579
H -1.231 7.334 -6.285
H -3.755 6.760 -4.530
H -2.570 8.053 -4.170
H -3.079 6.925 -2.889
C -3.690 -7.121 9.870
S -2.650 -5.720 9.407
O -2.148 -5.973 8.020
C -1.301 -6.097 10.548
H -4.585 -7.106 9.246
H -3.152 -8.057 9.707
H -3.980 -7.031 10.918
H -0.908 -7.095 10.344
H -1.666 -6.040 11.574
H -0.511 -5.360 10.402

Results of the Löwdin charge analysis, in e, for atoms 1 through 5: atom 1 (C): -0.002, atom 2 (C): -0.103, atom 3 (C): -0.079, atom 4 (C): -0.009, atom 5 (N): -0.045



A cluster of 2 separate species, C9H14 in total. Source: the Open Molecules 2025 dataset; level of theory: the ωB97M-V functional and the def2-TZVPD basis.

Properties
Frontier orbital gap   9.90 eV
Charge   0
Multiplicity   1
Energy above the lowest of the compared OMol25 structures with the same formula, charge and spin   0.872 eV
LUMO energy   1.00 eV
Structure (SMILES)   Cc1ccccc1.CC

CARTESIAN COORDINATES (ANGSTROEM)
C -2.136 0.750 -0.451
C -1.267 -0.455 -0.416
C -0.896 -1.122 -1.593
C -0.456 -2.421 -1.539
C -0.171 -3.055 -0.312
C -0.400 -2.329 0.835
C -0.909 -1.040 0.794
H -2.068 1.297 0.486
H -3.169 0.469 -0.620
H -1.927 1.377 -1.323
H -0.881 -0.517 -2.495
H -0.472 -3.152 -2.342
H 0.148 -4.082 -0.338
H -0.102 -2.675 1.818
H -1.108 -0.467 1.691
C 1.347 2.086 0.234
C 2.582 2.329 1.101
H 0.769 1.336 0.765
H 0.691 2.948 0.212
H 1.606 1.782 -0.771
H 3.530 2.297 0.613
H 2.730 1.514 1.820
H 2.558 3.131 1.832

Results of the Löwdin charge analysis, in e, for atoms 1 through 5: atom 1 (C): -0.058, atom 2 (C): -0.303, atom 3 (C): -0.056, atom 4 (C): -0.091, atom 5 (C): -0.092



The largest force on an atom results, record by record, are as follows: 3.527 3.993 0.282 8.028 6.635 1.968 eV Å⁻¹.
The electronic energy results, record by record, are as follows: -80530.938 -16560.754 -103486.385 -66769.496 -175503.541 -9559.309 eV.